DFT (ωB97M-V/def2-TZVPD) results for a 2-piece molecular cluster, C2H6O4 overall at a distorted geometry.

HOMO-LUMO gap = 0.403 Eh
energy relative to the best compared isomer or geometry (same formula, charge and spin) = 0.151 eV
HOMO level = -10.6 eV

Each line ends with the natural charge from an NBO analysis.
Cartesian coordinates (Å):
O (-0.413, 1.248, 0.543)  -0.596
C (-0.640, 0.116, 0.102)  0.764
O (0.338, -0.756, -0.314)  -0.701
C (-1.984, -0.567, -0.014)  -0.188
O (-2.983, 0.417, 0.367)  -0.711
H (1.233, -0.331, -0.222)  0.522
H (-2.062, -1.504, 0.571)  0.222
H (-2.187, -0.813, -1.074)  0.201
H (-2.598, 1.275, 0.091)  0.480
O (3.406, 0.146, 0.066)  -0.959
H (3.720, 1.058, 0.260)  0.484
H (4.169, -0.290, -0.375)  0.481